# C15H20NO5P2SSeV

A structure of composition C15H20NO5P2SSeV (wB97M-V/def2-TZVPD, the OMol25 dataset).

Positions of all 46 atoms, in Å:
V 0.782 0.542 -0.055
C 0.224 -1.979 -2.671
P -0.551 -0.603 -1.773
C -1.156 0.501 -3.066
C -1.982 -1.291 -0.907
C -3.236 -1.441 -1.488
C -4.276 -1.982 -0.748
C -4.068 -2.379 0.567
C -2.819 -2.235 1.152
C -1.774 -1.688 0.417
P -0.117 -1.427 1.100
C -0.288 -1.188 2.881
C 0.811 -2.987 0.942
H -0.462 -2.347 -3.434
H 0.464 -2.794 -1.993
H 1.139 -1.625 -3.146
H -1.715 -0.062 -3.813
H -0.295 0.974 -3.540
H -1.773 1.275 -2.617
H -3.413 -1.123 -2.508
H -5.255 -2.087 -1.193
H -4.886 -2.791 1.142
H -2.671 -2.532 2.182
H -0.986 -0.376 3.064
H 0.689 -0.908 3.275
H -0.620 -2.109 3.361
H 0.144 -3.839 1.075
H 1.576 -3.001 1.718
H 1.307 -3.056 -0.023
O 2.257 0.244 1.148
N 2.777 1.461 0.875
C 3.017 2.310 1.903
C 3.507 3.555 1.658
C 3.740 3.951 0.336
C 3.470 3.089 -0.697
C 2.973 1.810 -0.437
S 2.458 0.685 -1.651
H 2.775 1.918 2.879
H 3.682 4.224 2.486
H 4.110 4.945 0.123
H 3.605 3.378 -1.729
O 0.241 3.959 1.031
Se -0.727 2.740 0.695
O -2.296 2.919 0.777
O -0.217 2.031 -0.794
O -0.164 1.343 1.495

Calculated values
- spin multiplicity = 2
- DFT total energy (Ha) = -5440.607222
- charge = +1
- gap between HOMO and LUMO (spin up / spin down) (eV) = 7.75 / 8.46
- relative energy (zero: lowest compared OMol25 entry of this formula, charge and spin) (eV) = 0.000

---

# C15H20O2

The molecule C15H20O2 in a non-equilibrium geometry (wB97M-V/def2-TZVPD, the OMol25 dataset).

Positions of all 37 atoms, in Å:
C -0.698 -2.529 -1.527
C -0.057 -1.834 -0.296
C -1.104 -1.319 0.702
C -1.802 -2.587 1.315
C -0.539 -0.530 1.901
C -1.774 0.129 2.586
O -1.991 1.371 1.937
C -0.824 1.946 1.512
O -0.683 3.088 1.163
C 0.202 0.812 1.627
C 1.495 0.834 0.781
C 1.401 1.360 -0.637
C 2.601 1.622 -1.277
C 2.677 2.059 -2.571
C 1.509 2.279 -3.285
C 0.316 2.032 -2.661
C 0.252 1.562 -1.371
H -1.572 -3.128 -1.254
H -1.013 -1.793 -2.274
H 0.049 -3.201 -1.959
H 0.595 -2.575 0.189
H 0.602 -1.065 -0.707
H -1.881 -0.724 0.207
H -1.446 -2.721 2.347
H -2.888 -2.485 1.381
H -1.513 -3.503 0.797
H 0.125 -1.068 2.581
H -1.559 0.364 3.645
H -2.661 -0.499 2.685
H 0.595 1.024 2.642
H 1.880 -0.194 0.729
H 2.249 1.403 1.334
H 3.535 1.446 -0.742
H 3.652 2.215 -3.026
H 1.564 2.622 -4.312
H -0.580 2.230 -3.244
H -0.714 1.358 -0.917

Calculated values
- spin multiplicity = 1
- DFT total energy (Ha) = -734.039327
- gap between HOMO and LUMO (eV) = 9.80
- structure (SMILES) = CC[C@@H](C)[C@@H]1COC(=O)[C@@H]1Cc1ccccc1
- relative energy (zero: lowest compared OMol25 entry of this formula, charge and spin) (eV) = 0.611

---

# C15H21AsN4O3RuS2

A structure of composition C15H21AsN4O3RuS2 (wB97M-V/def2-TZVPD, the OMol25 dataset).

Positions of all 47 atoms, in Å:
Ru -0.037 0.144 0.450
S 2.069 -0.110 -1.200
C 1.714 -1.715 -0.755
N 0.661 -1.892 0.031
C 0.404 -3.225 0.290
C -0.661 -3.736 1.027
C -0.760 -5.107 1.181
C 0.181 -5.964 0.609
C 1.235 -5.468 -0.139
C 1.334 -4.094 -0.297
S 2.516 -3.176 -1.197
H -1.401 -3.068 1.451
H -1.579 -5.522 1.753
H 0.085 -7.032 0.746
H 1.956 -6.138 -0.586
C -0.042 5.087 -2.455
N 0.326 4.252 -1.316
C 1.203 4.679 -0.367
C 1.579 3.920 0.685
C 1.013 2.611 0.767
O 1.252 1.739 1.643
N 0.125 2.228 -0.178
C -0.233 2.980 -1.249
O -1.016 2.589 -2.107
H 0.510 6.021 -2.396
H -1.110 5.292 -2.438
H 0.201 4.575 -3.383
H 1.585 5.679 -0.517
H 2.283 4.271 1.421
C -3.818 -2.065 -1.568
As -2.742 -0.480 -1.581
C -3.838 1.059 -1.862
C -1.428 -0.590 -2.962
O -1.980 -0.365 -0.080
H -4.395 -2.095 -2.491
H -4.494 -2.046 -0.716
H -3.174 -2.940 -1.505
H -4.411 0.916 -2.778
H -3.172 1.914 -1.964
H -4.519 1.189 -1.024
H -1.932 -0.692 -3.923
H -0.790 -1.456 -2.791
H -0.853 0.335 -2.940
N -0.436 -0.301 2.714
H 0.410 -0.590 3.200
H -1.152 -0.998 2.893
H -0.729 0.565 3.158

Calculated values
- spin multiplicity = 6
- DFT total energy (Ha) = -4155.797651
- charge = +1
- gap between HOMO and LUMO (spin up / spin down) (eV) = 8.65 / 6.47
- relative energy (zero: lowest compared OMol25 entry of this formula, charge and spin) (eV) = 0.000

---

# C15H21B2F4N6O9V

A structure of composition C15H21B2F4N6O9V (wB97M-V/def2-TZVPD, the OMol25 dataset).

Positions of all 58 atoms, in Å:
V -0.134 -0.521 -0.094
C -0.706 -1.251 -4.455
C -0.453 -0.722 -3.092
N -0.473 -1.399 -2.004
O -0.661 -2.727 -2.041
B -0.566 -3.323 -0.685
F 0.510 -2.480 0.007
F -0.239 -4.604 -0.727
O -1.731 -3.032 0.151
N -1.764 -1.710 0.409
C -2.732 -1.228 1.084
C -3.845 -2.003 1.677
C -2.591 0.258 1.278
N -1.519 0.694 0.293
O -1.711 1.892 -0.058
B -0.548 2.945 -0.586
F -1.196 3.601 -1.561
F -0.168 3.612 0.519
O 0.561 2.093 -1.076
N 0.122 0.896 -1.570
C -0.129 0.708 -2.813
C -0.112 1.746 -3.866
C -3.886 1.016 1.117
H -0.912 -2.316 -4.419
H 0.154 -1.073 -5.103
H -1.560 -0.735 -4.899
H -3.696 -3.069 1.534
H -4.791 -1.705 1.222
H -3.910 -1.775 2.744
H 0.259 2.693 -3.488
H -1.135 1.893 -4.223
H 0.483 1.416 -4.719
H -4.572 0.664 1.885
H -4.323 0.845 0.133
H -3.723 2.080 1.269
O 1.092 3.598 4.417
C 0.600 2.709 3.806
C 1.337 1.699 2.907
O 2.516 1.639 2.680
C 0.296 0.776 2.382
C -0.930 1.127 2.838
O -2.092 0.485 2.604
C -0.889 2.337 3.710
O -1.820 2.891 4.203
O 0.599 -0.220 1.558
N 5.295 -0.969 1.353
C 4.466 -0.930 0.090
C 3.013 -0.707 0.489
N 2.104 -0.572 -0.659
H 6.291 -1.081 1.148
H 5.015 -1.743 1.961
H 5.182 -0.103 1.890
H 4.630 -1.869 -0.435
H 4.859 -0.111 -0.510
H 2.933 0.208 1.076
H 2.663 -1.523 1.121
H 2.225 -1.321 -1.335
H 2.316 0.303 -1.134

Calculated values
- spin multiplicity = 1
- DFT total energy (Ha) = -2982.677842
- charge = +2
- gap between HOMO and LUMO (spin up / spin down) (eV) = 6.20 / 6.08
- relative energy (zero: lowest compared OMol25 entry of this formula, charge and spin) (eV) = 0.000

---

# C15H21BF16NO5S

A cluster of 3 separate species, C15H21BF16NO5S in total in a non-equilibrium geometry (wB97M-V/def2-TZVPD, the OMol25 dataset).

Positions of all 60 atoms, in Å:
N 0.784 1.536 3.447
C -0.331 1.093 2.585
C 0.055 -0.025 1.574
O -1.194 -0.520 1.008
C 0.903 0.475 0.372
C 2.352 0.966 0.742
S 3.144 -0.040 2.079
C 3.135 0.802 -0.663
O 2.694 1.946 -1.371
B 2.495 3.077 -0.410
O 2.554 2.356 0.906
H 0.371 2.185 4.118
H 1.454 2.106 2.926
H -0.829 1.974 2.109
H -1.100 0.648 3.274
H 0.498 -0.894 2.110
H -1.933 -0.203 1.531
H 0.322 1.215 -0.217
H 1.036 -0.406 -0.305
H 4.048 -0.832 1.411
H 3.042 -0.176 -1.178
H 4.208 1.054 -0.443
H 1.303 3.302 -0.526
H 3.213 4.034 -0.510
C -1.867 -3.850 2.989
C -0.564 -4.533 3.474
C -0.666 -5.959 4.028
F -1.438 -6.053 5.121
F 0.566 -6.399 4.393
F 0.050 -3.722 4.360
F 0.256 -4.601 2.389
O -2.516 -2.923 3.879
C -3.421 -3.366 4.850
C -2.933 -3.082 6.274
F -1.753 -3.671 6.527
F -3.820 -3.563 7.177
F -3.736 -4.654 4.649
F -4.559 -2.671 4.646
H -1.567 -3.219 2.148
H -2.574 -4.562 2.562
H -1.052 -6.644 3.268
H -2.814 -2.008 6.432
C -0.336 4.113 -5.553
C 0.298 3.931 -6.955
C -0.348 2.918 -7.909
F -0.330 1.663 -7.449
F 0.329 2.903 -9.088
F 1.613 3.675 -6.810
F 0.213 5.148 -7.573
O 0.256 3.449 -4.430
C -0.098 2.128 -4.107
C 1.084 1.161 -4.225
F 1.600 1.151 -5.478
F 0.689 -0.107 -3.955
F -1.172 1.746 -4.827
F -0.502 2.152 -2.830
H -0.193 5.169 -5.317
H -1.418 3.976 -5.572
H -1.384 3.195 -8.124
H 1.883 1.436 -3.532

Calculated values
- spin multiplicity = 1
- DFT total energy (Ha) = -3036.085058
- charge = -1
- gap between HOMO and LUMO (eV) = 6.53

---

> The highest DFT total energy belongs to which entry?

C15H20O2